ORCA calculation (ωB97M-V with the def2-TZVPD basis set) on a cluster of 2 separate species, C40H59BF2N3O5Si in total at a distorted geometry.

The geometry in XYZ format:
```
111
Properties=species:S:1:pos:R:3
C -2.257 -5.736 4.134
C -1.376 -6.994 4.194
C -1.886 -7.949 5.284
C -1.311 -7.659 2.811
C -0.186 -7.059 1.931
C 1.050 -7.946 1.930
C -0.631 -6.703 0.508
O -0.533 -5.288 0.327
C -0.992 -4.837 -0.862
C -2.271 -4.577 -1.141
B -3.497 -4.702 -0.143
O -3.338 -4.124 1.116
N -4.721 -5.359 -0.563
C -5.930 -4.597 -0.230
C -4.795 -6.746 -0.068
C -2.539 -4.078 -2.522
O -3.517 -4.345 -3.152
C -1.481 -3.169 -3.086
C -1.969 -2.027 -3.877
C -2.098 -2.044 -5.256
C -2.590 -0.925 -5.899
N -2.959 0.212 -5.303
C -2.840 0.199 -3.974
C -2.362 -0.862 -3.229
C -0.213 -3.444 -2.795
C 0.931 -2.567 -3.259
F 0.788 -2.238 -4.561
F 2.097 -3.283 -3.188
C 1.083 -1.323 -2.361
C 1.335 -0.022 -3.122
Si 2.352 1.225 -2.137
C 2.639 2.683 -3.295
C 4.027 0.482 -1.701
C 1.432 1.808 -0.610
C 2.055 2.688 0.297
C 1.381 3.146 1.404
C 0.062 2.759 1.666
C -0.569 1.873 0.788
C 0.115 1.406 -0.333
C 0.039 -4.635 -1.930
O 0.938 -5.401 -2.094
H -3.158 -5.925 3.557
H -1.717 -4.931 3.642
H -2.561 -5.439 5.134
H -0.378 -6.654 4.464
H -1.787 -8.983 4.965
H -2.917 -7.749 5.557
H -1.303 -7.863 6.198
H -2.269 -7.534 2.313
H -1.115 -8.720 2.948
H 0.098 -6.125 2.410
H 0.881 -8.904 1.445
H 1.360 -8.110 2.959
H 1.862 -7.428 1.426
H 0.021 -7.219 -0.196
H -1.648 -7.050 0.336
H -3.501 -3.175 1.055
H -5.792 -3.919 0.615
H -6.731 -5.273 0.059
H -6.288 -4.024 -1.081
H -3.803 -7.194 -0.071
H -5.401 -7.354 -0.733
H -5.195 -6.769 0.946
H -1.815 -2.914 -5.825
H -2.689 -0.956 -6.976
H -3.147 1.097 -3.453
H -2.286 -0.773 -2.156
H 1.855 -1.554 -1.632
H 0.153 -1.224 -1.809
H 1.921 -0.217 -4.020
H 0.409 0.448 -3.445
H 1.682 2.912 -3.760
H 3.299 2.371 -4.102
H 3.040 3.556 -2.793
H 4.084 0.104 -0.683
H 4.294 -0.318 -2.388
H 4.767 1.275 -1.797
H 3.069 3.009 0.094
H 1.843 3.816 2.113
H -0.461 3.135 2.530
H -1.582 1.537 0.955
H -0.393 0.723 -1.001
C 1.882 10.141 0.170
C 1.216 8.921 0.862
C 1.156 9.127 2.379
C 2.507 8.981 3.075
C 3.164 7.654 2.704
C 3.278 7.450 1.194
N 1.953 7.663 0.531
O 1.187 6.637 0.705
C 4.342 8.407 0.627
C 3.787 6.047 0.890
C -0.209 8.835 0.327
H 2.452 10.761 0.863
H 2.547 9.833 -0.635
H 1.132 10.785 -0.286
H 0.463 8.396 2.809
H 0.734 10.113 2.583
H 3.163 9.818 2.821
H 2.365 9.028 4.157
H 4.161 7.594 3.145
H 2.583 6.833 3.137
H 4.373 8.353 -0.462
H 5.326 8.122 1.000
H 4.194 9.446 0.912
H 3.174 5.255 1.313
H 4.792 5.921 1.293
H 3.833 5.873 -0.187
H -0.214 8.640 -0.747
H -0.713 9.785 0.504
H -0.790 8.058 0.818
```

Summary:
Multiplicity   2
Highest occupied orbital energy (spin up / spin down)   -8.50 / -8.81 eV
⟨S²⟩   0.75
HOMO-LUMO gap (spin up / spin down)   7.5 / 7.9 eV

Results of the Mulliken charge analysis, in e, for atoms 1 through 4:
1. C -1.67
2. C 0.78
3. C -1.46
4. C -0.99